70
Properties=species:S:1:pos:R:3 method="wB97M-V/def2-TZVPD" spin_multiplicity=6 charge=+1 s2=8.7634 gap_ev="8.8405 / 7.0026" e_homo_ev="-11.84 / -11.84" lumo_ev="-3.003 / -4.839"
Fe 2.500 -6.092 9.228
C 1.223 -5.118 12.923
C 2.605 -5.298 12.329
O 2.601 -5.707 11.008
H 0.638 -4.307 12.479
H 1.294 -4.779 13.960
H 0.563 -5.986 12.917
H 3.222 -5.926 12.981
H 3.060 -4.301 12.440
F 1.569 -4.515 8.775
C 6.694 -5.682 8.653
C 5.574 -5.380 9.623
C 5.897 -4.267 10.610
O 4.338 -5.074 8.910
H 6.391 -6.491 7.988
H 7.596 -5.941 9.204
H 6.911 -4.809 8.032
H 5.380 -6.255 10.248
H 6.617 -4.654 11.331
H 5.007 -3.909 11.124
H 6.336 -3.408 10.096
H 4.514 -4.279 8.389
C -1.654 -6.830 9.347
C -0.313 -6.849 10.054
C -0.236 -7.887 11.156
O 0.742 -7.143 9.076
H -2.487 -6.788 10.042
H -1.765 -7.779 8.795
H -1.705 -6.078 8.560
H -0.177 -5.849 10.466
H -1.043 -7.697 11.863
H 0.708 -7.786 11.693
H -0.302 -8.898 10.750
H 0.423 -7.899 8.570
C -2.727 -3.440 6.744
C -1.245 -3.242 6.925
C -0.714 -1.861 6.592
O -0.901 -3.539 8.288
H -3.286 -2.983 7.563
H -3.065 -4.479 6.831
H -3.021 -3.131 5.741
H -0.708 -3.983 6.311
H -1.056 -1.523 5.607
H 0.375 -1.844 6.551
H -1.068 -1.110 7.298
H 0.025 -3.813 8.334
C 1.886 -5.488 5.036
C 1.798 -6.630 6.014
C 2.144 -7.979 5.418
O 2.741 -6.372 7.109
H 1.591 -4.525 5.452
H 1.271 -5.645 4.149
H 2.909 -5.377 4.660
H 0.819 -6.663 6.490
H 1.509 -8.139 4.544
H 1.950 -8.795 6.113
H 3.169 -8.046 5.050
H 3.602 -6.187 6.716
C 2.887 0.289 9.815
C 2.494 -1.167 9.823
C 1.238 -1.441 10.638
O 2.385 -1.708 8.508
H 3.105 0.655 10.817
H 2.173 0.921 9.285
H 3.821 0.418 9.257
H 3.336 -1.693 10.308
H 1.107 -2.505 10.836
H 0.393 -1.058 10.060
H 1.224 -0.884 11.576
H 2.041 -2.599 8.642

73
Properties=species:S:1:pos:R:3 method="wB97M-V/def2-TZVPD" charge=+4 gap_ev=6.7862 e_homo_ev=-19.42 lumo_ev=-12.633
Zr -0.176 -0.008 -0.098
C 0.384 2.136 2.154
C 1.476 1.080 2.397
N 1.766 0.284 1.158
C 2.955 0.822 0.406
C 2.765 0.700 -1.094
N 1.365 1.035 -1.497
C 1.049 2.499 -1.529
C 0.807 3.069 -0.140
N -0.058 2.166 0.714
H -0.498 1.924 2.754
H 0.729 3.131 2.436
H 2.396 1.546 2.745
H 1.165 0.389 3.179
H 2.018 -0.659 1.458
H 3.102 1.858 0.696
H 3.857 0.293 0.712
H 3.475 1.346 -1.614
H 2.950 -0.319 -1.431
H 1.267 0.687 -2.455
H 1.859 3.056 -2.005
H 0.166 2.623 -2.157
H 1.739 3.237 0.392
H 0.333 4.046 -0.230
H -0.979 2.599 0.742
I -1.612 -1.845 -1.899
C -3.273 -0.541 -2.239
I -2.715 1.286 -1.277
H -4.176 -0.929 -1.778
H -3.395 -0.357 -3.302
C 1.822 -1.169 -4.004
Si 2.422 -2.940 -3.780
C 1.002 -4.117 -4.048
C 3.906 -3.324 -4.807
C 2.983 -3.063 -1.941
Te 1.538 -2.737 -0.375
C 0.531 -4.640 -0.466
Si 1.316 -5.841 0.847
C 0.520 -7.484 0.556
C 3.152 -5.856 0.560
C 0.859 -5.105 2.509
H 1.431 -1.026 -5.014
H 2.628 -0.442 -3.864
H 0.996 -0.970 -3.310
H 0.641 -4.013 -5.075
H 0.144 -3.953 -3.390
H 1.319 -5.157 -3.933
H 3.652 -3.271 -5.869
H 4.270 -4.335 -4.610
H 4.730 -2.630 -4.632
H 3.814 -2.401 -1.689
H 3.310 -4.074 -1.680
H 0.688 -4.972 -1.494
H -0.541 -4.471 -0.346
H 0.778 -7.893 -0.423
H -0.568 -7.454 0.638
H 0.883 -8.192 1.307
H 3.393 -6.258 -0.428
H 3.615 -6.528 1.288
H 3.646 -4.888 0.680
H -0.202 -5.264 2.721
H 1.099 -4.038 2.587
H 1.413 -5.606 3.306
C -2.317 -0.686 3.869
S -1.173 -1.647 2.903
C -2.213 -2.993 2.396
O -1.001 -0.795 1.563
H -3.217 -0.469 3.296
H -1.812 0.216 4.210
H -2.559 -1.298 4.744
H -2.378 -3.600 3.291
H -1.654 -3.584 1.673
H -3.160 -2.623 2.005

Number 1: total energy -2489.51485 Ha, strongest force on any atom 2.970 eV/Å. Number 2: total energy -2800.54559 Ha, strongest force on any atom 0.541 eV/Å.